(1)
Here is a structure of composition C20H24N5O2Re at a distorted geometry from the Open Molecules 2025 dataset. Energies are from ωB97M-V/def2-TZVPD.

Cartesian coordinates (Å):
H -0.514 -4.734 -2.287
H -1.206 0.717 -2.883
H 1.129 -7.234 -1.420
O 1.668 8.180 0.333
C 1.076 7.054 0.585
H 3.005 6.199 1.049
C 1.948 5.985 0.965
C -0.361 1.015 1.702
C -0.988 0.254 -1.932
N -2.215 -5.057 -0.428
H 2.166 -3.526 0.203
C 1.438 4.763 1.230
C 0.909 9.355 -0.071
H -0.988 7.679 0.280
H 2.078 3.944 1.533
H 2.081 -3.680 -1.425
H -2.615 -5.267 0.487
C 1.642 -5.449 -0.389
C -0.315 0.252 2.853
H -2.244 -6.897 -1.508
C -0.832 5.616 0.740
H -0.580 -6.316 -2.950
C -1.516 -6.268 -1.002
C -0.893 -1.139 -1.863
H -2.999 -4.784 -1.018
C 1.058 -6.160 -1.603
H -0.409 -1.724 3.741
C -0.396 -5.828 -1.993
H -0.995 -1.751 -2.749
H -1.899 5.436 0.691
C -0.555 -1.026 0.440
H 0.237 9.108 -0.889
C -0.474 -1.785 1.618
H -1.104 -6.858 -0.184
C -0.404 -1.151 2.824
C -0.558 0.369 0.437
H 1.695 -5.961 -2.468
H 0.359 9.741 0.784
H -0.858 2.086 -0.855
H 1.649 10.073 -0.396
N -0.676 -1.768 -0.710
C -0.801 1.007 -0.798
H 2.661 -5.798 -0.227
N 1.626 -3.949 -0.553
Re -0.488 -3.789 -0.383
H 1.094 -5.677 0.540
C -0.327 6.857 0.508
O -0.487 -3.130 1.458
C 0.032 4.546 1.099
N -0.096 2.362 1.834
N -0.534 3.340 1.247
H -0.219 0.764 3.801

Calculated values
Charge   +3
LUMO (alpha / beta)   -9.219 / -10.348 eV
Spin multiplicity   4

Population analysis type natural (NBO), resulting atomic charges in e: 0.180, 0.271, 0.275, -0.389, 0.475, 0.267, -0.215, 0.066, -0.241, -0.833, 0.438, -0.150, -0.270, 0.261, 0.246, 0.429, 0.443, -0.270, -0.082, 0.271, -0.023, 0.310, -0.270, 0.114, 0.441, -0.440, 0.270, -0.434, 0.233, 0.243, 0.160, 0.202, 0.292, 0.241, -0.221, -0.090, 0.253, 0.216, 0.253, 0.243, -0.459, -0.054, 0.281, -0.799, 1.396, 0.223, -0.326, -0.655, 0.029, -0.049, -0.014, 0.265


(2)
Here is the molecule C20H24O5 at a distorted geometry from the Open Molecules 2025 dataset. Energies are from ωB97M-V/def2-TZVPD.

Cartesian coordinates (Å):
H 1.049 0.365 -2.674
H -2.796 -3.158 -3.104
H 3.150 2.706 2.546
O -0.162 -3.907 -0.200
H -1.712 2.602 -0.656
H 1.647 -1.807 -0.891
C 0.708 1.232 -0.679
H -0.507 -0.565 1.771
C -1.305 -2.613 -1.682
H 1.649 2.686 -2.015
H 0.666 -2.413 0.891
H 2.380 0.190 -1.624
C -2.383 -2.330 -2.547
H -2.995 -0.781 -3.847
C -1.395 -0.301 -0.761
H 1.528 2.966 3.104
C 0.684 2.543 -1.527
H -2.658 1.053 -1.931
H 1.801 -0.367 1.107
C -0.632 0.832 0.044
H -1.085 2.703 1.034
C 0.871 -1.343 -1.491
C -2.049 0.134 -2.108
O 2.770 2.159 4.551
H -2.190 -0.570 -0.129
H -0.081 2.521 -2.294
C 1.271 0.107 -1.634
O 3.031 0.400 5.990
H -0.537 1.095 2.236
H 2.061 -0.983 3.864
C -0.170 0.419 1.475
C -2.916 -0.944 -2.773
O 1.625 1.528 0.396
H -1.095 -2.569 1.025
H -3.945 -0.923 -2.351
H 0.921 -1.832 -2.481
C -0.552 -1.597 -0.869
C -0.915 -3.954 -1.332
C -0.261 -2.598 0.334
H 0.519 3.416 -0.863
C 1.343 0.578 1.414
C 1.961 0.913 2.735
C 2.730 0.877 4.877
H -1.295 0.316 -2.888
O -1.208 -4.921 -1.976
H -2.546 1.700 0.661
C 2.367 2.285 3.170
C 2.216 0.089 3.805
C -1.562 2.060 0.297

Calculated values
LUMO   0.219 eV
Spin multiplicity   1

Population analysis type natural (NBO), resulting atomic charges in e: 0.213, 0.229, 0.221, -0.484, 0.211, 0.206, 0.301, 0.223, -0.167, 0.224, 0.194, 0.234, -0.060, 0.229, -0.207, 0.206, -0.628, 0.224, 0.181, -0.017, 0.214, -0.404, -0.404, -0.456, 0.208, 0.211, -0.461, -0.588, 0.216, 0.238, -0.419, -0.451, -0.547, 0.176, 0.222, 0.224, -0.089, 0.752, -0.060, 0.220, 0.053, 0.072, 0.723, 0.206, -0.553, 0.215, -0.115, -0.321, -0.615


Which of these has the highest spin multiplicity?
C20H24N5O2Re